[1]
A 2-piece molecular cluster, C6H17N3 overall in a non-equilibrium geometry, computed with wB97M-V/def2-TZVPD.

The geometry in XYZ format:
```
26
Properties=species:S:1:pos:R:3
C 1.19 -2.17 -0.42
H -4.84 -0.97 -0.97
H 1.86 1.90 -0.94
H 0.87 -2.43 -1.41
C 1.62 -0.75 -0.47
H 2.97 0.43 -1.44
C -3.05 -0.18 -0.58
N -0.14 -0.14 0.96
H 2.60 1.68 1.86
C 1.82 2.26 1.31
N 2.70 -0.44 -1.19
H -0.59 0.73 1.19
C 1.28 1.69 -0.03
H 2.16 3.35 1.31
H -4.68 -0.47 0.79
H 0.33 -0.43 1.88
H -3.94 -1.80 -0.18
H 2.88 -1.22 -1.88
H 0.33 2.12 -0.22
C -4.21 -0.75 -0.11
H 1.83 -2.98 -0.12
H -2.59 -0.47 -1.55
H 0.25 -2.07 0.18
H 0.92 2.24 2.00
H -2.55 0.68 -0.14
N 0.98 0.20 0.17
```

Computed properties:
**Calculated total energy**: -402.3247 hartree
**HOMO level**: -17.18 eV
**HOMO-LUMO gap**: 7.04 eV
**Net charge**: +2

[2]
An isolated ion of composition C6H17N3 and charge +2 in a non-equilibrium geometry, computed with wB97M-V/def2-TZVPD.

The geometry in XYZ format:
```
26
Properties=species:S:1:pos:R:3
N 1.08 -1.00 1.25
C -0.48 2.04 -0.14
C 1.21 -0.39 0.09
H 0.04 0.22 -1.85
C -0.83 -1.68 -1.12
H -1.57 -1.53 -1.87
H -1.12 0.45 0.87
H 2.20 0.61 -1.46
C -2.39 0.88 -0.78
C 2.07 -1.31 2.27
H -0.27 2.37 -1.17
H 2.00 -2.23 2.85
H 0.45 2.15 0.54
H 2.03 -0.39 2.96
H -2.94 1.55 -0.25
C -0.20 -0.28 -0.84
H -1.24 2.77 0.17
H 0.18 -1.57 1.53
H -2.21 1.13 -1.74
H 3.24 0.18 -0.02
H -2.85 -0.07 -0.79
N -1.02 0.73 -0.10
N 2.21 0.22 -0.47
H 3.13 -1.25 1.88
H -1.25 -2.23 -0.23
H -0.11 -2.26 -1.50
```

Computed properties:
**Calculated total energy**: -402.4017 hartree
**SMILES**: C/[NH+]=C(\N)[C@@H](C)[NH+](C)C
**HOMO level**: -18.81 eV
**HOMO-LUMO gap**: 11.87 eV
**Net charge**: +2

For the records above, the corresponding energy above the lowest of the compared OMol25 structures with the same formula, charge and spin values read 2.2745 0.1797 eV.